1.
C48H48F16O48 | ωB97M-V/def2-TZVPD

Each atom is followed by the atoms it is bonded to, with distances in Å.
CARTESIAN COORDINATES (ANGSTROEM)
1 C -1.32809 3.47185 -4.12115  C2 1.457, O6 1.408, H8 1.108, H9 1.134
2 C -2.39249 4.44771 -3.92560  C1 1.457, O3 1.413, F7 1.379, H10 1.045
3 O -3.57077 3.69732 -4.13697  C2 1.413, C4 1.346
4 C -3.26410 2.50942 -4.68998  O3 1.346, O5 1.200, O6 1.356
5 O -4.08665 1.67438 -4.94606  C4 1.200
6 O -1.92826 2.47904 -4.91911  C1 1.408, C4 1.356
7 F -2.37822 5.38596 -4.93644  C2 1.379
8 H -0.89837 3.06084 -3.18665  C1 1.108
9 H -0.45119 3.89677 -4.70182  C1 1.134
10 H -2.40221 4.90261 -2.98476  C2 1.045
11 C 6.78275 4.59928 0.94359  C12 1.567, O16 1.391, H18 1.119, H19 1.107
12 C 5.51650 4.88736 0.06664  C11 1.567, O13 1.358, F17 1.337, H20 1.096
13 O 5.85664 4.28482 -1.10236  C12 1.358, C14 1.434
14 C 7.25703 3.98481 -1.17307  O13 1.434, O15 1.147, O16 1.357
15 O 7.73728 3.54459 -2.11656  C14 1.147
16 O 7.78462 4.23001 0.05249  C11 1.391, C14 1.357
17 F 5.28207 6.17970 -0.18449  C12 1.337
18 H 6.60360 3.90525 1.80266  C11 1.119
19 H 7.10183 5.55132 1.40954  C11 1.107
20 H 4.56854 4.46262 0.41557  C12 1.096
21 C 5.28252 1.41382 -4.62178  C22 1.505, O26 1.432, H28 1.141, H29 1.089
22 C 4.66875 2.15968 -3.46794  C21 1.505, O23 1.418, F27 1.313, H30 1.108
23 O 3.37868 1.57067 -3.47197  C22 1.418, C24 1.316
24 C 3.14423 0.87209 -4.56269  O23 1.316, O25 1.181, O26 1.288
25 O 2.14407 0.27207 -4.74572  C24 1.181
26 O 4.16814 0.87713 -5.34377  C21 1.432, C24 1.288
27 F 4.63323 3.46421 -3.61568  C22 1.313
28 H 6.11250 0.69291 -4.31785  C21 1.141
29 H 5.79122 2.12557 -5.27025  C21 1.089
30 H 5.17523 2.09309 -2.48527  C22 1.108
31 C -2.44962 -2.69970 -4.14123  C32 1.516, O36 1.526, H38 1.069, H39 1.037
32 C -1.14686 -1.96988 -4.40474  C31 1.516, O33 1.385, F37 1.355, H40 1.120
33 O -1.20237 -0.77633 -3.70410  C32 1.385, C34 1.382
34 C -2.44510 -0.58794 -3.13033  O33 1.382, O35 1.214, O36 1.282
35 O -2.67739 0.40641 -2.47351  C34 1.214
36 O -3.19446 -1.59239 -3.40196  C31 1.526, C34 1.282
37 F -1.04281 -1.62420 -5.71110  C32 1.355
38 H -2.35628 -3.51485 -3.45578  C31 1.069
39 H -2.96843 -2.96272 -4.99974  C31 1.037
40 H -0.17917 -2.47250 -4.14750  C32 1.120
41 C 0.35468 -1.11609 7.31134  C42 1.506, O46 1.465, H48 1.076, H49 1.078
42 C 0.25398 -1.64229 5.90424  C41 1.506, O43 1.430, F47 1.356, H50 1.085
43 O 1.09890 -0.77537 5.14253  C42 1.430, C44 1.378
44 C 1.50971 0.26736 5.94413  O43 1.378, O45 1.208, O46 1.332
45 O 2.19708 1.15059 5.48971  C44 1.208
46 O 1.05330 0.16606 7.19164  C41 1.465, C44 1.332
47 F -1.00899 -1.61726 5.41173  C42 1.356
48 H 1.07006 -1.76094 7.79113  C41 1.076
49 H -0.48992 -0.94801 7.96025  C41 1.078
50 H 0.71830 -2.61451 5.77509  C42 1.085
51 C -3.26965 -2.41497 1.56347  C52 1.513, O56 1.433, H58 1.112, H59 1.081
52 C -3.15752 -2.03577 0.10267  C51 1.513, O53 1.404, F57 1.391, H60 1.070
53 O -4.22983 -2.72780 -0.48221  C52 1.404, C54 1.393
54 C -4.51670 -3.83232 0.31580  O53 1.393, O55 1.201, O56 1.359
55 O -5.13575 -4.77399 -0.09983  C54 1.201
56 O -4.03737 -3.62527 1.57004  C51 1.433, C54 1.359
57 F -1.91875 -2.49145 -0.33652  C52 1.391
58 H -3.84565 -1.66472 2.14853  C51 1.112
59 H -2.34928 -2.62052 2.09139  C51 1.081
60 H -3.10594 -1.04288 -0.29211  C52 1.070
61 C 3.80207 0.26483 2.82760  C62 1.499, O66 1.429, H68 1.100, H69 1.087
62 C 4.05339 1.68394 3.23951  C61 1.499, O63 1.397, F67 1.378, H70 1.054
63 O 4.63129 2.20856 2.08137  C62 1.397, C64 1.350
64 C 5.10080 1.22496 1.28410  O63 1.350, O65 1.218, O66 1.342
65 O 5.88723 1.45361 0.38274  C64 1.218
66 O 4.54379 0.05303 1.62473  C61 1.429, C64 1.342
67 F 4.91421 1.85874 4.30190  C62 1.378
68 H 2.74568 0.25577 2.52229  C61 1.100
69 H 4.00035 -0.53283 3.53954  C61 1.087
70 H 3.16070 2.21063 3.43050  C62 1.054
71 C -5.27807 2.44464 -1.78989  C72 1.504, O76 1.453, H78 1.045, H79 1.078
72 C -5.68623 1.77298 -0.50740  C71 1.504, O73 1.445, F77 1.380, H80 1.091
73 O -4.89205 2.39377 0.52854  C72 1.445, C74 1.433
74 C -3.96445 3.26722 -0.12718  O73 1.433, O75 1.173, O76 1.327
75 O -3.16672 3.83833 0.51552  C74 1.173
76 O -4.05794 3.15448 -1.44611  C71 1.453, C74 1.327
77 F -5.49067 0.40843 -0.44108  C72 1.380
78 H -5.97972 3.08066 -2.23266  C71 1.045
79 H -4.95001 1.71332 -2.51110  C71 1.078
80 H -6.73125 1.87421 -0.21022  C72 1.091
81 C 0.55328 -1.75823 2.14816  C82 1.521, O86 1.471, H88 1.076, H89 1.065
82 C 1.73616 -2.40258 1.44269  C81 1.521, O83 1.450, F87 1.359, H90 1.090
83 O 1.40114 -3.81231 1.50799  C82 1.450, C84 1.359
84 C 0.39692 -4.00226 2.40409  O83 1.359, O85 1.173, O86 1.345
85 O -0.03231 -5.07189 2.62134  C84 1.173
86 O -0.09805 -2.84981 2.88902  C81 1.471, C84 1.345
87 F 2.92921 -2.36809 2.09166  C82 1.359
88 H -0.07565 -1.47835 1.32122  C81 1.076
89 H 0.89460 -0.94525 2.74530  C81 1.065
90 H 1.91405 -2.09697 0.41138  C82 1.090
91 C -2.12631 -5.59085 4.82294  C92 1.539, O96 1.472, H98 1.037, H99 1.054
92 C -2.79598 -6.00536 6.14482  C91 1.539, O93 1.360, F97 1.368, H100 1.124
93 O -2.22517 -5.30189 7.15907  C92 1.360, C94 1.346
94 C -1.21212 -4.54134 6.70548  O93 1.346, O95 1.180, O96 1.381
95 O -0.54159 -3.85944 7.39691  C94 1.180
96 O -1.06002 -4.72009 5.34446  C91 1.472, C94 1.381
97 F -2.46655 -7.32693 6.27683  C92 1.368
98 H -2.62870 -4.99614 4.13776  C91 1.037
99 H -1.69945 -6.41269 4.32065  C91 1.054
100 H -3.90784 -5.87655 6.24520  C92 1.124
101 C -7.65608 -1.11488 2.21041  C102 1.469, O106 1.393, H108 1.104, H109 1.091
102 C -6.77664 -1.41993 3.34701  C101 1.469, O103 1.415, F107 1.368, H110 1.066
103 O -7.57187 -1.46902 4.51685  C102 1.415, C104 1.410
104 C -8.76726 -0.81336 4.15538  O103 1.410, O105 1.182, O106 1.347
105 O -9.51111 -0.24814 4.87910  C104 1.182
106 O -8.89792 -0.96706 2.82407  C101 1.393, C104 1.347
107 F -5.78808 -0.47904 3.44744  C102 1.368
108 H -7.65606 -1.98172 1.52692  C101 1.104
109 H -7.20467 -0.22639 1.76562  C101 1.091
110 H -6.26197 -2.34163 3.19588  C102 1.066
111 C 3.34883 -4.52076 -3.25464  C112 1.582, O116 1.410, H118 1.103, H119 1.117
112 C 2.43438 -4.37822 -1.97205  C111 1.582, O113 1.389, F117 1.394, H120 1.088
113 O 1.22724 -4.94372 -2.36168  C112 1.389, C114 1.355
114 C 1.18231 -4.92366 -3.71562  O113 1.355, O115 1.238, O116 1.334
115 O 0.14337 -5.15012 -4.34985  C114 1.238
116 O 2.38253 -4.72034 -4.26147  C111 1.410, C114 1.334
117 F 2.14936 -3.03131 -1.75355  C112 1.394
118 H 3.97845 -5.42194 -3.16634  C111 1.103
119 H 3.95509 -3.59387 -3.39817  C111 1.117
120 H 2.85388 -4.74338 -1.03678  C112 1.088
121 C 0.68439 1.38381 -1.85241  C122 1.506, O126 1.449, H128 1.083, H129 1.107
122 C 0.92243 -0.00655 -1.32488  C121 1.506, O123 1.405, F127 1.383, H130 1.068
123 O -0.26118 -0.31594 -0.63358  C122 1.405, C124 1.310
124 C -0.96196 0.76422 -0.39204  O123 1.310, O125 1.203, O126 1.348
125 O -1.95216 0.88683 0.28043  C124 1.203
126 O -0.36279 1.83176 -0.95726  C121 1.449, C124 1.348
127 F 2.02665 -0.05162 -0.49275  C122 1.383
128 H 0.35640 1.44251 -2.88246  C121 1.083
129 H 1.57859 1.98719 -1.60498  C121 1.107
130 H 1.10076 -0.70938 -2.10948  C122 1.068
131 C 0.82574 6.07746 1.18938  C132 1.543, O136 1.428, H138 1.119, H139 1.114
132 C -0.27416 5.44408 0.31276  C131 1.543, O133 1.426, F137 1.311, H140 1.085
133 O 0.48999 4.78449 -0.69401  C132 1.426, C134 1.370
134 C 1.79958 4.68549 -0.30418  O133 1.370, O135 1.177, O136 1.306
135 O 2.60620 4.03598 -0.86311  C134 1.177
136 O 1.97227 5.30352 0.83372  C131 1.428, C134 1.306
137 F -1.09986 6.33142 -0.18629  C132 1.311
138 H 0.58704 5.97001 2.27707  C131 1.119
139 H 0.90455 7.14870 0.89445  C131 1.114
140 H -0.82025 4.69639 0.87762  C132 1.085
141 C -1.60915 0.90126 3.33229  C142 1.485, O146 1.427, H148 1.060, H149 1.098
142 C -2.17941 2.27288 3.33474  C141 1.485, O143 1.407, F147 1.373, H150 1.076
143 O -1.13075 3.06502 2.83305  C142 1.407, C144 1.306
144 C 0.00027 2.41638 2.76109  O143 1.306, O145 1.169, O146 1.342
145 O 1.03574 2.81621 2.39364  C144 1.169
146 O -0.23092 1.12284 3.03451  C141 1.427, C144 1.342
147 F -2.46135 2.73582 4.59629  C142 1.373
148 H -1.92596 0.34041 2.49071  C141 1.060
149 H -1.69065 0.37149 4.29047  C141 1.098
150 H -3.04417 2.39531 2.70648  C142 1.076
151 C 2.67653 -2.36667 -6.83144  C152 1.528, O156 1.394, H158 1.074, H159 1.097
152 C 3.71821 -1.74836 -7.76270  C151 1.528, O153 1.427, F157 1.399, H160 1.034
153 O 4.95711 -1.83831 -7.06108  C152 1.427, C154 1.339
154 C 4.62955 -1.91077 -5.76499  O153 1.339, O155 1.191, O156 1.335
155 O 5.37521 -1.79822 -4.84325  C154 1.191
156 O 3.35552 -2.28162 -5.61654  C151 1.394, C154 1.335
157 F 3.41339 -0.40959 -8.03209  C152 1.399
158 H 2.52203 -3.40780 -7.04524  C151 1.074
159 H 1.75012 -1.78129 -6.79021  C151 1.097
160 H 3.73737 -2.09170 -8.73751  C152 1.034

Its HOMO-LUMO gap is 11.2 eV. For the energy above the lowest of the compared OMol25 structures with the same formula, charge and spin, the calculation gives 6.8 kcal/mol. The LUMO energy comes out at -0.019 eV. The charge is 0.

2.
CH4ClNO | ωB97M-V/def2-TZVPD

Each atom is followed by the atoms it is bonded to, with distances in Å.
CARTESIAN COORDINATES (ANGSTROEM)
1 N -0.74043 -0.73249 0.16035  C2 1.442, H5 0.960, H6 0.968
2 C 0.22022 0.19904 -0.37705  N1 1.442, O3 1.361, Cl4 1.838, H7 1.159
3 O -0.02358 1.44692 0.10916  C2 1.361, H8 0.995
4 Cl 1.91021 -0.34132 0.10311  C2 1.838
5 H -0.81845 -1.44044 -0.48379  N1 0.960
6 H -0.51202 -1.20865 0.97156  N1 0.968
7 H 0.23531 0.37595 -1.52209  C2 1.159
8 H -0.27127 1.70100 1.03876  O3 0.995

Its HOMO-LUMO gap is 11.0 eV. For the energy above the lowest of the compared OMol25 structures with the same formula, charge and spin, the calculation gives 26.4 kcal/mol. As for the SMILES: N[C@@H](O)Cl. The LUMO energy comes out at 0.888 eV. The charge is 0.